8 unconnected molecules or ions with the total composition C17H51BF4N9O7 at a distorted geometry, computed with ωB97M-V/def2-TZVPD.

Geometry as XYZ:
```
89
Properties=species:S:1:pos:R:3:forces:R:3
B 0.813 0.301 -1.209 0.3606 -0.0118 0.8757
F -0.129 -0.500 -1.859 0.0862 -0.2258 -0.4222
F 0.374 1.641 -1.293 0.9354 -0.3225 -0.3665
F 0.864 -0.072 0.144 -0.1710 -0.1170 0.3900
F 2.108 0.142 -1.700 -0.2572 0.1281 -0.6045
C 3.336 -3.505 1.823 0.6705 -0.5741 0.4905
C 2.619 -2.440 2.635 -0.8725 0.1561 -1.2982
C 2.899 -2.490 4.120 1.3629 -1.1061 -0.2099
O 2.217 -1.482 4.806 0.4251 0.6542 0.6581
C 1.371 -1.935 5.827 -1.1515 -0.8760 -0.2500
N 3.009 -1.121 2.135 0.4370 0.5676 0.8076
H 3.174 -4.508 2.233 -0.2549 0.0058 -0.1194
H 4.421 -3.362 1.843 -0.0367 0.2378 0.0856
H 3.061 -3.503 0.769 -0.2487 0.1285 0.0635
H 1.545 -2.567 2.439 -0.1066 -0.1889 0.4196
H 3.997 -2.423 4.217 -0.0587 0.8420 0.1221
H 2.790 -3.486 4.571 -0.9081 -0.0013 -0.2212
H 0.649 -2.619 5.357 -0.0762 -0.0940 0.2999
H 0.770 -1.144 6.270 0.3221 0.4257 -0.3444
H 1.834 -2.476 6.661 0.5273 0.0671 -0.2316
H 2.829 -0.478 2.901 0.0852 0.1988 -0.1647
H 2.453 -0.769 1.365 -0.1300 -0.4143 -0.1509
C -1.797 4.400 -1.925 -0.3015 0.4705 -1.2314
C -2.687 3.465 -1.141 0.2922 -0.0678 0.5046
C -3.441 2.452 -2.014 0.8985 0.8277 -0.1074
O -4.157 1.632 -1.124 -0.0471 -0.3032 -0.5657
C -5.061 0.757 -1.751 0.0011 -0.2403 0.2833
N -1.801 2.782 -0.175 -0.1029 -1.0338 -0.9164
H -1.181 5.064 -1.323 0.0026 -0.3108 0.3928
H -2.348 5.075 -2.594 -0.1887 -0.1723 0.0503
H -1.141 3.818 -2.579 0.1536 0.0209 0.1307
H -3.454 4.026 -0.595 0.0698 0.0185 0.0933
H -2.691 1.909 -2.610 -0.0986 -0.3743 0.1447
H -4.073 2.967 -2.752 -0.3611 -0.0452 0.2233
H -4.619 0.000 -2.415 0.4307 0.3003 -0.0886
H -5.792 1.326 -2.334 -0.2202 -0.1313 0.1022
H -5.508 0.180 -0.941 -0.3851 0.2007 -0.0851
H -2.192 1.844 -0.050 -0.4048 0.3271 0.8475
H -0.990 2.467 -0.729 -0.3674 0.9160 0.5669
C -3.095 -2.884 -0.581 0.7802 -0.9228 2.1471
C -2.482 -2.090 0.579 -0.4865 1.0092 0.5329
C -1.276 -2.751 1.235 -0.4374 -0.1786 -0.0027
O -1.690 -3.972 1.807 -0.4921 -0.6684 -0.5980
C -0.769 -4.579 2.652 0.4291 -0.1088 0.9052
N -2.085 -0.699 0.232 0.9239 -0.9966 -0.3072
H -2.360 -2.950 -1.381 -0.5111 0.2351 -0.5312
H -4.129 -2.603 -0.756 0.1937 0.4064 -0.7215
H -3.159 -3.883 -0.127 -0.1213 -0.1846 -0.4759
H -3.187 -2.000 1.413 -0.3482 -0.1949 -0.2756
H -0.945 -2.103 2.052 0.4063 0.2288 -0.2510
H -0.503 -2.921 0.472 0.3201 0.0355 0.1977
H -1.120 -5.550 3.008 -0.4868 0.1030 -0.2851
H -0.648 -3.966 3.558 0.3357 0.0391 -0.0946
H 0.212 -4.799 2.210 0.0001 0.4184 -0.2368
H -1.088 -0.796 -0.006 -0.5557 0.4671 0.0270
H -2.504 -0.451 -0.659 -0.1787 0.1687 0.1287
C 1.956 6.305 -0.839 -0.3160 0.2190 0.2392
C 2.369 4.850 -0.707 0.0345 1.1376 0.2037
O 2.161 4.216 -1.960 0.3519 -0.3140 0.7838
H 2.543 6.765 -1.635 -0.0616 0.0064 -0.0469
H 2.158 6.857 0.083 0.1381 -0.1089 0.0186
H 0.897 6.460 -1.048 -0.0115 -0.2426 -0.1693
H 1.852 4.326 0.102 -0.2724 0.0567 -0.1161
H 3.419 4.931 -0.392 0.1687 -0.6389 -0.3700
H 2.184 3.276 -1.743 -0.0663 -0.1128 -0.4606
C 1.124 -2.989 -3.717 -1.1511 -1.4895 -0.9575
O 1.842 -3.579 -4.512 0.5745 0.3461 0.2644
N 1.085 -3.260 -2.379 0.0047 0.4035 0.9223
N 0.075 -2.231 -4.147 -0.2772 0.5297 0.0749
H 0.670 -2.578 -1.763 0.0008 0.0532 -0.0689
H 1.766 -3.860 -1.954 0.3048 0.0773 -0.3769
H -0.592 -1.819 -3.521 0.1977 0.0755 0.1369
H -0.102 -2.125 -5.128 0.4069 -0.0209 -0.0744
C 1.861 1.588 -5.046 0.6889 0.0001 1.1859
O 2.081 2.208 -6.072 -0.0745 0.1143 -0.2331
N 1.378 2.169 -3.903 -0.3916 0.4341 -0.4249
N 2.195 0.272 -4.891 -0.1905 -0.2469 -0.5870
H 1.143 1.686 -3.047 0.2798 0.1418 -0.5345
H 1.463 3.170 -3.871 -0.3168 0.0217 0.0205
H 2.131 -0.182 -3.996 0.1804 0.0837 0.0628
H 2.875 -0.046 -5.557 -0.1483 -0.3175 -0.0045
C -0.951 0.748 3.798 -0.4483 0.4053 -0.5716
O -2.072 0.474 4.208 0.1451 -0.3281 0.2393
N -0.599 0.699 2.495 0.2160 -0.3317 -0.5316
N 0.036 1.202 4.627 0.1579 -0.0688 0.4053
H -1.197 0.278 1.789 -0.3643 0.2420 0.3141
H 0.317 0.934 2.158 0.0524 -0.0079 0.1884
H -0.214 1.328 5.588 0.0708 0.1510 0.0145
H 0.904 1.554 4.271 0.0343 -0.0095 0.1207
```
Forces are in eV/Å.

Values from the calculation:
molar mass: 580.46 g mol⁻¹
net charge: -1
HOMO level: -0.244 Ha
DFT total energy: -2122.520702 a.u.
orbital gap: 9.1 eV
E_LUMO: 2.45 eV